[1]
ORCA calculation (ωB97M-V/def2-TZVPD) on a structure of composition C35H32AsBrIrN5O4.

Frontier orbital gap = 6.84 eV
Calculated total energy = -6841.36120 hartree
Net charge = +2
HOMO level = -13.0 eV

XYZ file:
```
79
Properties=species:S:1:pos:R:3:forces:R:3:mulliken_charge:R:1
Ir -0.7529 1.1174 -0.0100 0.355 -0.414 0.522 0.954
O -3.5077 3.2381 -1.9249 -0.055 0.067 0.013 -0.511
C -2.5463 2.9341 -1.2886 0.026 0.183 0.065 -0.487
N -2.4748 2.0676 -0.1920 -0.295 -0.449 -0.448 0.029
C -3.2341 2.3561 0.9383 -0.005 0.088 0.049 0.080
O -4.3344 2.8278 0.9466 0.004 -0.012 0.025 -0.559
C -2.4250 2.1234 2.1831 -0.098 -0.029 -0.003 0.515
C -2.9277 2.3591 3.4446 -0.013 0.000 0.011 -0.738
C -2.0859 2.1786 4.5333 -0.009 0.008 -0.001 -0.445
C -0.7767 1.7741 4.3157 0.025 0.008 -0.013 -0.964
C -0.3449 1.5619 3.0187 -0.021 0.042 0.022 -0.096
N -1.1597 1.7389 1.9736 0.417 -0.117 0.019 0.101
C -1.1790 3.5350 -1.4838 0.010 0.004 -0.046 1.159
C -0.9530 4.6896 -2.1993 -0.020 0.024 -0.023 -0.709
C 0.3357 5.2028 -2.2407 -0.002 0.013 0.001 -0.549
C 1.3476 4.5400 -1.5614 0.020 -0.007 0.031 -0.798
C 1.0494 3.3847 -0.8625 -0.015 0.065 0.075 -0.143
N -0.1954 2.8965 -0.8229 0.333 -0.117 -0.021 0.585
H -3.9552 2.6823 3.5434 -0.001 -0.003 0.000 0.586
H -2.4435 2.3559 5.5386 -0.005 -0.006 0.000 0.485
H -0.0904 1.6253 5.1370 0.004 0.005 -0.001 0.495
H 0.6681 1.2473 2.8034 -0.002 -0.011 0.012 0.507
H -1.7871 5.1635 -2.6996 -0.001 -0.015 -0.007 0.571
H 0.5480 6.1101 -2.7898 -0.001 0.001 -0.002 0.497
H 2.3625 4.9113 -1.5623 -0.001 0.003 0.004 0.491
H 1.8021 2.8430 -0.3058 0.021 -0.018 -0.041 0.522
C -2.8824 -0.9817 1.0927 -0.064 0.026 0.034 -1.699
O -1.4669 -0.7269 0.8984 -0.090 0.020 -0.485 0.349
C -0.5682 -1.5699 1.5370 0.215 0.286 0.038 0.242
C -0.9340 -2.5319 2.4555 0.052 0.018 -0.012 -0.459
C 0.0774 -3.2574 3.0829 -0.007 -0.002 0.022 -0.719
Br -0.4012 -4.5392 4.3692 0.000 -0.009 -0.014 -0.127
C 1.4089 -3.0500 2.7834 0.018 -0.038 -0.072 -0.808
C 1.7758 -2.0958 1.8320 -0.098 -0.030 0.083 0.588
C 0.7731 -1.3428 1.2499 -0.223 0.109 -0.061 0.290
O 1.0410 -0.2796 0.3609 -0.196 0.397 -0.020 -0.269
C 3.1970 -1.9169 1.5102 0.055 -0.095 0.025 -0.246
N 4.1547 -2.0382 2.3748 -0.070 0.086 0.059 -0.721
C 5.3266 -1.8650 1.6531 0.039 -0.025 -0.054 0.588
C 6.6521 -1.9113 2.0883 -0.016 0.016 0.007 -0.793
C 7.6374 -1.7430 1.1411 0.004 -0.001 -0.007 -0.529
C 7.3272 -1.5338 -0.2145 0.002 0.009 0.006 -0.537
C 6.0233 -1.4775 -0.6617 -0.004 0.035 -0.002 -0.987
C 5.0347 -1.6395 0.3037 0.045 -0.075 0.013 0.732
N 3.6476 -1.6497 0.2311 -0.050 0.343 -0.020 0.163
H -3.0785 -2.0307 0.9002 -0.006 -0.070 -0.032 0.713
H -3.4085 -0.3861 0.3537 0.053 0.033 0.052 0.204
H -3.1657 -0.7087 2.1088 0.015 0.018 0.008 0.462
H -1.9652 -2.7180 2.7120 -0.016 0.006 -0.013 0.658
H 2.1905 -3.6208 3.2644 -0.012 -0.010 0.010 0.651
H 1.9397 0.0548 0.5097 0.075 -0.124 0.043 0.173
H 6.8834 -2.0817 3.1304 0.001 -0.007 0.002 0.464
H 8.6762 -1.7801 1.4387 0.002 0.002 0.001 0.411
H 8.1345 -1.4172 -0.9246 0.000 -0.005 -0.002 0.409
H 5.7943 -1.3248 -1.7083 -0.004 -0.002 0.001 0.392
H 3.1060 -1.7365 -0.6104 0.014 -0.188 -0.050 0.156
C 1.4654 0.1613 -2.8847 0.016 0.069 0.012 -1.087
As -0.3843 0.2872 -2.3162 -0.516 -0.125 0.003 1.062
C -1.0592 1.3782 -3.7696 -0.038 0.020 0.039 -1.433
C -1.1053 -1.4777 -2.7427 0.090 -0.042 -0.008 -1.806
C -2.4477 -1.8361 -2.1654 -0.031 0.072 -0.013 0.861
C -3.5373 -0.9731 -2.2680 0.019 0.008 0.021 -0.069
C -4.7941 -1.3659 -1.8297 0.002 -0.017 -0.046 -0.822
C -4.9823 -2.6416 -1.3128 -0.007 0.034 0.014 -0.460
C -3.9046 -3.5105 -1.2152 0.019 0.010 0.080 -0.889
C -2.6395 -3.1016 -1.6175 -0.018 -0.023 -0.080 -0.364
H 2.1477 -0.1031 -2.0832 -0.037 -0.086 0.076 0.120
H 1.7718 1.1206 -3.2992 -0.013 0.007 0.007 0.422
H 1.5139 -0.5893 -3.6733 0.046 0.007 0.009 0.497
H -0.9875 0.7821 -4.6790 0.022 0.006 0.001 0.557
H -0.4396 2.2664 -3.8821 -0.011 0.007 0.012 0.418
H -2.0950 1.6730 -3.6223 -0.022 -0.001 0.001 0.374
H -0.3587 -2.2248 -2.4679 0.037 0.067 0.049 0.556
H -1.1558 -1.4646 -3.8351 0.043 -0.071 -0.009 0.583
H -3.4246 0.0068 -2.7198 0.007 0.017 0.014 0.370
H -5.6297 -0.6844 -1.9197 -0.012 -0.004 -0.005 0.476
H -5.9683 -2.9612 -1.0036 -0.002 -0.002 0.001 0.437
H -4.0486 -4.5128 -0.8329 0.005 0.006 0.008 0.429
H -1.8069 -3.7936 -1.5555 -0.002 0.005 0.011 0.441
```
Forces are in eV/Å.

=====

[2]
ORCA calculation (ωB97M-V/def2-TZVPD) on an isolated molecule of C17H23ClN2O4S at a distorted geometry.

SMILES = O=C(NC[C@H]1CCCO1)c1ccc(Cl)c(S(=O)(=O)N2CCCCC2)c1
Frontier orbital gap = 9.56 eV
Calculated total energy = -1930.45763 hartree
Net charge = 0
HOMO level = -9.4 eV

XYZ file:
```
48
Properties=species:S:1:pos:R:3:forces:R:3:mulliken_charge:R:1
O -2.4833 -1.9419 0.9795 0.093 -0.149 0.238 -0.667
C -2.4850 -1.1106 0.0930 0.097 0.095 -0.234 0.252
N -3.4472 -1.0394 -0.8517 -0.208 0.171 -0.225 -0.104
H -3.4570 -0.2823 -1.5158 0.153 -0.052 0.093 0.250
C -4.6599 -1.8165 -0.7920 -0.476 0.130 0.066 -1.232
H -4.8930 -2.1841 -1.7944 0.025 -0.048 0.079 0.417
H -4.4904 -2.6580 -0.1186 -0.050 0.023 -0.126 0.420
C -5.8295 -0.9595 -0.2796 0.165 -0.546 0.080 0.355
H -6.7582 -1.5370 -0.3937 0.111 0.074 0.010 0.393
C -5.6468 -0.4955 1.1807 -0.016 0.077 -0.124 -0.821
H -6.5562 -0.6840 1.7501 0.004 -0.019 0.022 0.373
H -4.8219 -1.0153 1.6615 -0.006 -0.058 0.060 0.312
C -5.3937 1.0080 1.0564 -0.123 -0.016 -0.225 -0.297
H -4.3260 1.2104 0.9623 0.012 0.049 0.003 0.038
C -6.1173 1.3311 -0.2495 -0.054 0.298 0.266 -0.552
H -7.1936 1.4658 -0.0684 0.076 0.041 -0.021 0.316
O -5.9044 0.2131 -1.0863 0.124 -0.180 -0.179 -0.494
H -5.7330 2.2117 -0.7671 -0.062 -0.010 0.043 0.337
H -5.7856 1.5747 1.8970 0.031 0.056 0.055 0.421
C -1.3754 -0.1129 -0.0572 0.263 0.182 0.158 0.714
C -0.1166 -0.4693 0.4193 -0.158 -0.152 0.037 -0.232
C 0.9454 0.4047 0.3201 0.518 -0.186 0.165 -0.681
C 0.7639 1.6604 -0.2392 -0.291 -0.029 -0.034 0.322
C -0.4939 2.0432 -0.6894 0.262 -0.027 0.053 -1.276
C -1.5531 1.1583 -0.5996 0.062 -0.232 0.071 -0.216
H -2.5259 1.4856 -0.9374 -0.103 0.018 -0.035 0.389
H -0.6311 3.0290 -1.1042 0.010 0.095 -0.030 0.451
Cl 2.0880 2.7310 -0.3618 0.033 0.770 -0.250 -0.168
S 2.5674 -0.0847 0.9343 -0.249 0.252 -0.425 1.550
O 3.0447 0.9120 1.8429 0.123 0.071 -0.075 -0.729
O 2.4522 -1.4328 1.4096 -0.177 -0.138 -0.186 -0.728
N 3.4436 0.0257 -0.4843 -0.559 -0.076 0.940 0.193
C 4.8201 0.4607 -0.3540 0.431 0.253 0.484 -1.013
C 5.7371 -0.6862 0.0647 0.010 0.080 -0.310 -0.461
C 5.6085 -1.8377 -0.9301 -0.094 -0.084 0.241 -0.774
C 4.1508 -2.2861 -1.0083 0.074 0.098 -0.185 -0.531
C 3.2596 -1.1001 -1.3764 -0.209 -0.596 -0.151 -0.906
H 2.2051 -1.3800 -1.3259 0.014 -0.073 -0.246 0.376
H 3.4832 -0.7539 -2.3919 -0.084 0.002 0.050 0.439
H 4.0296 -3.0756 -1.7517 -0.039 -0.038 0.006 0.400
H 3.8310 -2.6669 -0.0376 0.013 -0.089 -0.074 0.284
H 6.2397 -2.6731 -0.6225 0.042 0.004 -0.082 0.378
H 5.9441 -1.5052 -1.9165 0.079 -0.020 -0.053 0.298
H 6.7680 -0.3322 0.1146 0.012 0.015 0.073 0.375
H 5.4361 -1.0250 1.0583 0.085 0.002 0.080 0.301
H 4.8277 1.2564 0.3915 0.155 0.065 -0.173 0.440
H 5.1307 0.8708 -1.3212 -0.065 0.005 0.039 0.405
H 0.0380 -1.4359 0.8747 -0.055 -0.107 0.032 0.683
```
Forces are in eV/Å.

=====

[3]
ORCA calculation (ωB97M-V/def2-TZVPD) on an isolated molecule of C3H9O2PS3 at a distorted geometry.

SMILES = CCSCSP(O)(O)=S
Frontier orbital gap = 9.15 eV
Calculated total energy = -1806.14519 hartree
Net charge = 0
HOMO level = -8.7 eV

XYZ file:
```
18
Properties=species:S:1:pos:R:3:forces:R:3:mulliken_charge:R:1
C 2.4593 -0.2980 -0.8427 -0.039 -3.346 -0.431 -1.232
C 1.4014 -0.1959 0.2202 -2.476 -3.490 -0.486 -0.222
C -0.8184 1.2612 1.1213 -0.618 -0.642 -0.709 -0.573
O -2.6552 -0.9750 -1.2656 2.138 -0.539 0.272 -0.401
O -3.0620 1.3782 -0.7832 0.579 0.906 -0.171 -0.535
P -3.2678 -0.0899 -0.1524 -1.196 2.184 1.227 0.711
S -1.9070 -0.2190 1.4299 -0.191 -0.081 0.240 -0.159
S 0.1861 0.9938 -0.3975 -0.279 0.316 0.849 -0.076
S -5.1441 -0.3821 0.1494 0.118 -0.400 0.383 -0.397
H 3.3735 -0.9000 -0.6159 -0.680 0.618 0.563 0.338
H 2.0139 -0.9542 -1.6483 0.435 1.366 0.208 0.292
H 2.7539 0.6694 -1.1225 0.404 1.161 -0.916 0.372
H 1.7125 0.1743 1.1253 1.135 0.897 2.159 0.364
H 0.8560 -1.2956 0.5118 1.444 2.944 -1.061 0.232
H -1.6103 2.0105 0.7972 1.703 -0.268 1.090 0.279
H -0.2142 1.3413 2.0983 -1.065 0.478 -1.654 0.361
H -3.3838 -1.1477 -1.8165 -1.534 -0.859 -1.823 0.305
H -3.6558 2.1475 -0.6570 0.123 -1.245 0.260 0.341
```
Forces are in eV/Å.

=====

[4]
ORCA calculation (ωB97M-V/def2-TZVPD) on a cluster of 9 separate species, C16H50O9 in total at a distorted geometry.

SMILES = CCO.CCO.CCO.CCO.CCO.CCO.CCO.CO.CO
Frontier orbital gap = 10.20 eV
Calculated total energy = -1316.51096 hartree
Net charge = 0
HOMO level = -9.9 eV

XYZ file:
```
75
Properties=species:S:1:pos:R:3:forces:R:3:mulliken_charge:R:1
C -8.4632 1.2670 0.3247 -0.317 0.063 -1.296 -0.494
O -7.0752 1.0675 0.1998 0.433 -0.422 0.783 -0.480
H -8.9925 0.5488 0.9508 0.230 0.036 0.300 0.256
H -8.6830 2.2972 0.6050 -0.171 -0.028 0.199 0.221
H -8.8097 1.0892 -0.6934 -0.559 0.270 0.025 0.196
H -6.7882 0.6529 1.0167 0.406 0.063 0.014 0.300
C 4.6895 3.5719 -0.2353 -0.606 -0.298 -0.163 -0.473
O 3.4927 4.3348 -0.2628 0.276 1.084 -0.407 -0.512
H 4.6877 2.8307 -1.0346 -0.226 -0.655 0.369 0.220
H 5.5786 4.1387 -0.5116 -0.345 0.753 0.428 0.227
H 4.7698 3.1894 0.7822 0.566 -0.534 -0.234 0.229
H 2.6971 3.7976 -0.2517 0.318 -0.368 0.006 0.309
C -5.6565 -3.5036 3.0562 -0.626 -0.793 -0.593 -0.916
C -6.1657 -2.5941 4.1395 0.363 -1.184 -0.364 -0.282
O -5.4459 -1.4029 3.9682 -0.527 1.378 0.473 -0.512
H -4.6781 -3.8638 3.3741 0.050 -0.215 -0.601 0.279
H -5.6514 -2.9845 2.0977 0.604 0.434 0.176 0.247
H -6.3410 -4.3085 2.7884 0.120 -0.583 0.666 0.334
H -5.9632 -3.0402 5.1132 -0.065 0.021 0.215 0.233
H -7.2506 -2.5260 4.0600 0.064 0.967 -0.030 0.315
H -4.5647 -1.5213 4.3302 0.010 -0.002 0.035 0.306
C 8.4134 -4.0617 4.6485 1.188 0.331 0.265 -0.968
C 7.4704 -3.8133 3.4895 0.766 -1.856 -0.356 -0.271
O 6.3193 -4.6701 3.4972 -0.903 1.135 0.631 -0.537
H 8.8821 -5.0457 4.6600 -0.331 -0.268 -0.198 0.301
H 8.1169 -3.8548 5.6768 -0.811 0.016 -0.212 0.296
H 9.2614 -3.3897 4.5165 0.202 0.167 -0.161 0.306
H 7.9378 -4.1696 2.5715 0.875 0.653 -0.103 0.245
H 7.3319 -2.7385 3.3724 -1.130 -0.244 0.117 0.321
H 6.6273 -5.5776 3.4413 0.144 0.068 0.017 0.306
C 1.0216 -1.7723 0.3239 -0.816 -1.096 0.174 -0.959
C -0.2898 -0.9543 0.1375 2.576 1.057 -0.481 -0.205
O 0.0283 0.2418 -0.6537 -0.762 -0.770 0.629 -0.516
H 1.1692 -2.4804 -0.4915 -0.132 -0.062 -0.143 0.299
H 0.8713 -2.3689 1.2237 0.079 -0.322 0.045 0.299
H 2.0012 -1.3136 0.4581 -0.495 0.926 -0.015 0.299
H -0.5936 -0.6166 1.1284 -0.375 0.159 -0.322 0.269
H -1.0476 -1.5523 -0.3688 -0.099 0.029 0.260 0.232
H 0.1667 -0.0762 -1.5489 0.035 0.099 -0.148 0.283
C -5.3603 -0.6177 -5.4645 0.489 -2.527 -0.383 -1.040
C -4.1694 0.0669 -6.0893 -1.899 2.934 -0.277 -0.190
O -2.9628 -0.5271 -5.8492 1.347 -1.432 0.597 -0.515
H -5.3052 -1.6575 -5.7869 0.193 -0.484 0.088 0.273
H -6.3884 -0.4265 -5.7721 0.312 1.150 0.045 0.357
H -5.2406 -0.6799 -4.3828 -0.236 0.384 0.011 0.259
H -4.2056 1.0525 -5.6252 0.374 0.563 0.161 0.215
H -4.2434 0.3210 -7.1467 -0.608 -0.520 -0.337 0.328
H -2.3134 -0.1336 -6.4365 0.036 -0.066 0.103 0.313
C 5.3293 -2.3598 -4.4109 2.679 -0.385 0.080 -0.979
C 6.8247 -1.9355 -4.0553 -1.603 -0.399 -0.482 -0.282
O 7.3366 -0.9376 -4.9723 -0.516 -0.663 1.015 -0.512
H 5.3150 -2.9317 -5.3388 -0.186 0.925 -0.635 0.288
H 4.7632 -1.4313 -4.3364 -0.501 -0.571 -0.299 0.279
H 5.0510 -3.1832 -3.7532 -0.315 0.592 0.782 0.325
H 7.5140 -2.7792 -4.0213 -0.120 -0.227 -0.145 0.300
H 6.7383 -1.5510 -3.0390 0.312 0.334 0.078 0.273
H 8.0003 -0.5096 -4.4265 0.247 0.395 -0.391 0.308
C -0.1180 1.7671 7.9956 1.036 0.301 -0.435 -0.951
C -0.0787 1.2865 6.5375 0.889 -0.138 1.526 -0.254
O -0.4641 -0.0681 6.5452 -0.843 -0.702 -0.700 -0.537
H -1.0130 1.3972 8.4960 -0.181 0.624 -0.141 0.284
H 0.0970 2.8355 8.0111 -0.805 0.279 0.270 0.326
H 0.7260 1.3904 8.5734 0.112 -0.523 -0.118 0.291
H 0.9473 1.2646 6.1703 0.092 0.836 -0.232 0.231
H -0.6983 1.9342 5.9172 -0.201 -0.552 -0.187 0.296
H 0.3063 -0.5620 6.8353 -0.110 -0.133 0.004 0.314
C -0.9285 5.6453 -5.1159 0.667 -0.851 -0.431 -0.976
C -1.9971 6.3243 -4.3160 0.607 -1.286 1.347 -0.089
O -2.8986 6.8001 -5.1766 -3.041 2.779 -3.271 -0.526
H -0.4897 6.4069 -5.7605 0.285 -0.170 -0.001 0.263
H -1.3982 4.9034 -5.7616 -0.358 0.091 -0.297 0.261
H -0.1694 5.0167 -4.6504 0.183 0.591 0.615 0.320
H -1.6601 7.2297 -3.8112 0.322 -0.459 0.619 0.203
H -2.6295 5.6701 -3.7158 1.104 -0.439 1.236 0.252
H -3.2909 6.1522 -5.7664 0.229 -0.258 0.186 0.292
```
Forces are in eV/Å.

=====

[5]
ORCA calculation (ωB97M-V/def2-TZVPD) on a cluster of 2 separate species, BrHNO3S in total at a distorted geometry.

Frontier orbital gap (spin up / spin down) = 8.89 / 5.72 eV
Calculated total energy = -3253.23060 hartree
Net charge = -1
HOMO level (spin up / spin down) = -5.6 / -3.3 eV

XYZ file:
```
7
Properties=species:S:1:pos:R:3:forces:R:3:mulliken_charge:R:1
N -1.1550 -1.4040 0.8113 0.645 0.105 -0.101 -0.406
O -0.0204 1.6881 -0.7126 -1.734 0.493 -2.104 -0.484
O 2.0009 0.2109 -0.9873 -0.097 -0.372 -0.836 -0.507
O 1.5253 1.4952 0.9988 1.216 0.196 2.237 -0.530
S 0.9934 0.8507 -0.1608 0.166 -0.751 0.863 0.740
Br -2.6413 -0.7903 -0.0919 0.025 -0.050 -0.109 -0.041
H -0.7029 -2.0505 0.1426 -0.222 0.378 0.050 0.228
```
Forces are in eV/Å.

=====

ΔE to the lowest compared entry with this formula, charge and spin list, top to bottom, in eV: 0.9965; 0.2462; 0.0000; 5.6962; 2.6051